{"formula": "C2H11O4", "method": "ωB97M-V/def2-TZVPD", "symbols": ["O", "H", "H", "H", "H", "H", "H", "H", "C", "H", "O", "O", "C", "H", "H", "O", "H"], "positions_angstrom": [[-1.903, 0.608, -1.133], [0.471, 1.434, -2.363], [0.889, 1.277, -0.891], [2.390, -0.767, 2.400], [1.414, -1.720, 1.352], [-2.442, 0.948, -0.411], [-0.406, 0.242, 1.956], [1.143, 1.137, 1.609], [1.300, -0.917, 2.174], [-1.678, -1.134, -0.744], [-1.065, -1.963, -0.668], [1.067, 1.844, -1.680], [0.545, 0.243, 1.472], [-0.263, -1.587, -0.474], [0.736, -1.214, 3.127], [0.355, 0.135, 0.126], [-0.960, 0.442, -0.596]], "forces_ev_per_angstrom": [[1.339, -0.283, 1.179], [0.876, 0.700, 1.130], [-0.039, -0.427, 0.302], [-0.941, 0.496, 0.156], [-0.824, 0.572, 1.578], [-0.123, 0.141, -0.129], [-0.991, 0.690, 0.847], [-0.149, 0.773, 0.891], [0.675, -1.440, -0.780], [1.522, -2.039, -0.078], [-5.045, -0.604, -1.085], [-0.620, -0.085, -1.660], [1.014, -0.194, -0.320], [3.235, 1.847, 0.949], [0.982, -0.099, -1.448], [0.038, -0.516, -1.011], [-0.949, 0.468, -0.518]], "de_lowest_kj_mol": 94.0, "e_tot_ha": -383.77004, "homo_lumo_gap_ha": 0.3154, "charge": -1}


{"formula": "C2H11O4", "method": "ωB97M-V/def2-TZVPD", "symbols": ["O", "H", "H", "O", "H", "O", "H", "H", "H", "H", "O", "C", "C", "H", "H", "H", "H"], "positions_angstrom": [[0.970, -0.891, 2.954], [1.067, -0.030, -3.846], [-1.763, -1.717, 0.447], [0.523, 1.054, 1.197], [0.732, -0.092, 2.393], [-0.545, 0.486, -0.926], [-0.292, 1.111, -3.463], [1.377, -1.394, 2.255], [0.080, 1.827, 1.567], [-1.492, -0.231, 0.777], [-2.033, -1.001, 1.005], [0.598, 0.604, -3.087], [0.385, -0.112, -1.760], [1.348, -0.172, -1.239], [1.319, 1.418, -2.983], [-0.043, 0.756, 0.050], [0.193, -1.188, -1.959]], "forces_ev_per_angstrom": [[-0.065, 0.452, -0.005], [-0.394, -0.209, -0.053], [0.439, -0.154, -0.551], [-0.175, 0.074, 0.100], [-0.139, 0.111, 0.217], [0.088, 0.069, -0.162], [-0.276, -0.482, -0.053], [0.309, -0.629, -0.180], [0.099, -0.121, -0.154], [0.171, -0.387, -0.302], [-0.855, 0.335, 0.961], [0.651, 0.682, -0.176], [0.351, -0.477, 0.372], [0.340, 0.188, 0.005], [0.029, 0.150, 0.322], [-0.019, 0.229, -0.258], [-0.553, 0.169, -0.083]], "de_lowest_kj_mol": 53.5, "e_tot_ha": -383.78545, "homo_lumo_gap_ha": 0.3242, "charge": -1}


{"formula": "C2H11O6", "method": "ωB97M-V/def2-TZVPD", "symbols": ["C", "H", "H", "H", "O", "H", "H", "O", "H", "O", "H", "O", "O", "H", "O", "H", "H", "C", "H"], "positions_angstrom": [[-1.955, 0.665, -0.527], [1.263, -0.292, 1.506], [1.006, -0.920, -4.140], [-2.752, -0.067, -0.629], [-0.228, -0.902, -0.954], [0.352, 2.230, 0.888], [-0.743, 3.095, 1.442], [0.008, 0.480, 0.795], [1.100, -3.013, 2.427], [1.034, -0.369, -4.938], [0.319, 0.237, -4.694], [0.222, -2.797, 2.778], [0.174, 3.163, 1.157], [-1.916, 1.085, -1.539], [2.030, -0.752, 1.953], [2.432, -1.308, 1.274], [-2.230, 1.460, 0.161], [-0.616, 0.002, -0.207], [0.499, -1.996, 3.246]], "forces_ev_per_angstrom": [[-0.232, 0.144, -0.747], [0.085, -0.169, -0.229], [0.375, -0.165, -0.180], [-0.064, -0.242, 0.403], [-0.001, -0.140, -0.142], [-0.177, 0.138, 0.241], [0.086, 0.035, 0.031], [-0.087, -0.032, -0.032], [-0.475, -0.141, -0.274], [-0.617, 0.026, 0.703], [0.217, 0.133, -0.404], [0.703, -0.182, 0.464], [0.022, -0.023, -0.161], [0.264, 0.151, 0.113], [0.387, -0.120, 0.204], [-0.251, 0.293, -0.010], [-0.018, -0.081, 0.141], [0.214, 0.168, 0.068], [-0.433, 0.207, -0.190]], "de_lowest_kj_mol": 51.9, "e_tot_ha": -534.33881, "homo_lumo_gap_ha": 0.3288, "charge": -1}


{"formula": "C2H12BaO12", "method": "ωB97M-V/def2-TZVPD", "symbols": ["O", "O", "C", "O", "O", "H", "H", "H", "H", "H", "C", "O", "H", "H", "H", "O", "O", "O", "H", "O", "O", "O", "H", "Ba", "H", "H", "O"], "positions_angstrom": [[-6.248, 24.958, 10.671], [-10.238, 25.505, 13.979], [-4.989, 27.437, 6.618], [-4.647, 28.343, 5.865], [-13.898, 29.032, 6.270], [-11.156, 21.746, 9.876], [-5.920, 24.079, 10.859], [-13.139, 28.561, 12.809], [-12.461, 22.497, 9.723], [-12.828, 24.485, 6.095], [-12.819, 29.588, 6.057], [-12.722, 30.136, 4.963], [-13.041, 25.845, 6.724], [-8.755, 30.059, 13.308], [-14.328, 28.233, 11.931], [-11.803, 29.575, 6.689], [-11.562, 22.597, 10.036], [-6.166, 27.449, 6.945], [-8.755, 31.050, 12.164], [-12.418, 25.120, 6.683], [-8.698, 30.114, 12.354], [-13.377, 28.142, 11.981], [-5.579, 25.350, 10.111], [-9.797, 26.744, 9.890], [-10.949, 24.934, 14.269], [-9.759, 25.718, 14.780], [-4.150, 26.827, 7.258]], "forces_ev_per_angstrom": [[-0.351, 0.038, 0.320], [0.088, 0.114, -0.286], [1.004, 2.081, 1.409], [1.268, 2.364, -3.704], [-2.967, -1.923, 2.103], [0.223, -0.214, -0.066], [0.006, -0.228, 0.020], [0.215, 0.112, 0.239], [-0.295, 0.135, -0.154], [-0.024, -0.098, -0.173], [-1.291, -0.450, -2.211], [-0.159, 2.750, -4.626], [-0.157, 0.627, -0.063], [-0.035, -0.141, 0.285], [-0.300, 0.024, -0.193], [4.424, -0.705, 5.010], [0.116, 0.152, 0.232], [-5.374, -1.143, 0.944], [-0.024, 0.283, -0.214], [0.213, -0.327, 0.286], [0.032, -0.225, -0.144], [0.172, -0.184, -0.102], [0.215, 0.361, -0.517], [0.158, 0.166, -0.366], [-0.332, -0.226, -0.040], [0.264, 0.142, 0.237], [2.908, -3.485, 1.774]], "de_lowest_kj_mol": 872.5, "e_tot_ha": -1011.50081, "homo_lumo_gap_ha": 0.0685, "charge": -2}